Formula: C2H3Cl2O2P
Source: OMol25
Level of theory: wB97M-V/def2-TZVPD

Last column: natural (NBO) charge in e.
Geometry (Å):
C (-0.82, -1.12, -0.74)  -0.4268
C (0.44, -1.37, -0.44)  -0.0794
O (3.81, 1.23, -0.48)  -1.1013
O (2.34, 0.53, 1.35)  -1.0408
P (3.35, 0.06, 0.29)  1.5009
Cl (1.74, -0.67, -1.44)  0.0741
Cl (1.10, -2.40, 0.76)  0.0825
H (-1.14, -0.41, -1.50)  0.2338
H (1.98, 1.49, 1.28)  0.5182
H (-1.68, -1.78, -0.52)  0.2386

Calculated values
HOMO energy in eV: -9.33
Relative energy (zero: lowest compared OMol25 entry of this formula, charge and spin) in eV: 1.963
Kohn-Sham gap in eV: 9.63
Spin multiplicity: 1
E in Ha: -1490.20842

---

Formula: C10H16N3
Source: OMol25
Level of theory: wB97M-V/def2-TZVPD

Last column: natural (NBO) charge in e.
Geometry (Å):
C (-2.03, 1.67, -2.69)  -0.1254
C (-2.78, 2.26, -1.65)  -0.2791
C (-1.00, 0.84, -2.39)  -0.2544
C (-2.44, 1.99, -0.37)  0.0484
C (-1.11, 0.94, 1.31)  -0.1281
C (-0.16, 0.22, 1.82)  0.5065
C (-0.64, 0.54, -1.03)  0.3989
C (0.47, -2.03, 2.56)  -0.5859
C (2.22, -0.26, 2.00)  -0.5662
C (0.80, -0.53, 2.53)  -0.4017
N (-1.40, 1.16, -0.04)  -0.3667
N (0.30, -0.25, -0.68)  -0.6755
N (1.90, -1.60, -2.48)  -1.0735
H (-2.28, 1.88, -3.72)  0.2392
H (-3.60, 2.92, -1.87)  0.2487
H (-0.40, 0.37, -3.16)  0.2324
H (-2.99, 2.43, 0.46)  0.2233
H (-1.78, 1.47, 1.98)  0.2929
H (1.98, -2.54, -2.13)  0.3828
H (1.20, -2.55, 3.18)  0.2329
H (0.51, -2.43, 1.56)  0.2287
H (-0.52, -2.20, 2.98)  0.2259
H (2.44, 0.80, 1.98)  0.2284
H (2.29, -0.65, 0.98)  0.2313
H (2.95, -0.76, 2.63)  0.2321
H (0.78, -0.14, 3.56)  0.3126
H (0.91, -0.74, -1.36)  0.4251
H (1.54, -1.65, -3.43)  0.3823
H (2.83, -1.20, -2.52)  0.3841

Calculated values
HOMO energy (alpha / beta) in eV: -11.66 / -11.66
Total charge: +1
Relative energy (zero: lowest compared OMol25 entry of this formula, charge and spin) in eV: 2.773
Kohn-Sham gap (alpha / beta) in eV: 6.64 / 6.64
Spin multiplicity: 1
E in Ha: -554.58002

---

Formula: C11H6BrCl3NNiO2
Source: OMol25
Level of theory: wB97M-V/def2-TZVPD

Last column: Mulliken spin population.
Geometry (Å):
Ni (-0.68, 0.82, -0.79)  1.6432
Cl (1.73, -4.73, -4.21)  0.0020
C (1.50, -3.23, -3.39)  0.0141
C (0.25, -2.90, -2.91)  -0.0113
C (0.14, -1.68, -2.27)  -0.0005
Cl (-1.43, -1.16, -1.63)  0.0698
C (1.16, -0.76, -2.08)  -0.0089
O (0.97, 0.40, -1.46)  0.1890
C (2.40, -1.14, -2.59)  0.0248
Cl (3.73, -0.06, -2.39)  0.0019
C (2.57, -2.35, -3.23)  -0.0074
H (-0.59, -3.57, -3.02)  -0.0002
H (3.54, -2.62, -3.62)  -0.0004
O (-1.87, 2.96, 4.74)  0.0009
C (-1.51, 2.34, 3.63)  -0.0011
C (-0.82, 1.12, 3.59)  0.0020
C (-0.51, 0.57, 2.38)  0.0062
N (-0.83, 1.16, 1.22)  0.0423
C (-1.49, 2.31, 1.29)  0.0001
Br (-1.88, 2.96, -0.46)  0.0297
C (-1.87, 2.96, 2.43)  0.0038
H (-1.59, 2.48, 5.54)  -0.0003
H (-0.54, 0.61, 4.50)  0.0009
H (0.04, -0.37, 2.30)  0.0005
H (-2.40, 3.90, 2.42)  -0.0009

Calculated values
HOMO energy (alpha / beta) in eV: -11.32 / -11.32
Total charge: +1
Kohn-Sham gap (alpha / beta) in eV: 7.89 / 6.57
Spin multiplicity: 3
E in Ha: -6090.68857

---

Formula: C16H20F12O8
Source: OMol25
Level of theory: wB97M-V/def2-TZVPD

Last column: natural (NBO) charge in e.
Geometry (Å):
C (-8.57, 4.96, 9.00)  -0.6131
C (-7.77, 5.15, 7.73)  -0.0731
O (-7.86, 3.98, 6.98)  -0.5125
C (-7.92, 3.99, 5.56)  0.6969
O (-8.16, 4.98, 4.92)  -0.5203
C (-7.90, 2.55, 4.94)  0.9068
F (-7.52, 1.69, 5.83)  -0.2965
F (-9.10, 2.14, 4.55)  -0.3055
F (-7.08, 2.50, 3.92)  -0.2972
H (-9.63, 4.85, 8.76)  0.2129
H (-8.46, 5.93, 9.48)  0.2148
H (-8.18, 4.09, 9.52)  0.2156
H (-6.75, 5.44, 7.99)  0.1813
H (-8.21, 6.02, 7.24)  0.1900
C (1.67, 0.04, 0.46)  -0.6525
C (0.80, 0.85, -0.53)  -0.0691
O (1.37, 0.82, -1.87)  -0.5133
C (2.50, 1.59, -2.27)  0.6889
O (3.11, 2.35, -1.49)  -0.5391
C (2.97, 1.40, -3.73)  0.9081
F (3.23, 2.61, -4.26)  -0.2958
F (4.05, 0.59, -3.77)  -0.3029
F (2.01, 0.81, -4.45)  -0.2992
H (1.52, 0.50, 1.44)  0.2178
H (2.76, 0.04, 0.40)  0.2360
H (1.32, -0.96, 0.70)  0.2151
H (0.91, 1.88, -0.20)  0.1917
H (-0.28, 0.66, -0.51)  0.2143
C (-5.33, -10.33, -2.41)  -0.6456
C (-5.56, -9.80, -0.96)  -0.0726
O (-5.58, -8.40, -0.88)  -0.4726
C (-4.51, -7.64, -0.88)  0.6896
O (-3.37, -8.01, -1.27)  -0.5634
C (-4.97, -6.19, -0.68)  0.9029
F (-4.10, -5.67, 0.16)  -0.3048
F (-4.92, -5.63, -1.87)  -0.2958
F (-6.16, -6.01, -0.11)  -0.2980
H (-4.38, -9.97, -2.80)  0.2306
H (-6.02, -10.11, -3.23)  0.2192
H (-5.40, -11.41, -2.33)  0.2156
H (-4.79, -10.23, -0.32)  0.1965
H (-6.50, -10.23, -0.60)  0.1984
C (10.46, 2.96, -1.90)  -0.6371
C (10.23, 3.10, -3.42)  -0.0747
O (11.42, 3.48, -4.19)  -0.4826
C (11.41, 3.66, -5.47)  0.6807
O (10.36, 3.50, -6.09)  -0.5665
C (12.72, 4.11, -6.17)  0.9162
F (13.03, 5.29, -5.69)  -0.2947
F (13.70, 3.24, -5.90)  -0.3081
F (12.53, 4.12, -7.50)  -0.2964
H (10.97, 3.79, -1.41)  0.2191
H (11.22, 2.18, -1.85)  0.2104
H (9.61, 2.65, -1.28)  0.2342
H (9.44, 3.86, -3.50)  0.1940
H (9.68, 2.23, -3.77)  0.2056

Calculated values
SMILES: CCOC(=O)C(F)(F)F.CCOC(=O)C(F)(F)F.CCOC(=O)C(F)(F)F.CCOC(=O)C(F)(F)F
HOMO energy in eV: -10.89
Relative energy (zero: lowest compared OMol25 entry of this formula, charge and spin) in eV: 3.326
Kohn-Sham gap in eV: 11.50
Spin multiplicity: 1
E in Ha: -2421.94645

---

Formula: C49H47BrClFN6O14
Source: OMol25
Level of theory: wB97M-V/def2-TZVPD

Last column: Löwdin charge in e.
Geometry (Å):
C (0.36, 0.24, 1.80)  -0.1233
C (-0.07, -0.71, 0.51)  -0.2361
C (1.20, -1.01, -0.51)  -0.2008
C (0.78, -0.73, -2.09)  -0.2228
C (1.08, 0.82, -2.55)  -0.1819
C (0.19, 1.96, -1.75)  -0.0555
C (-1.44, 2.12, -2.09)  -0.3978
Br (-2.17, 0.83, -3.49)  0.6358
C (-2.41, 3.25, -1.32)  -0.0799
C (-3.99, 3.32, -1.73)  -0.2047
C (-5.03, 2.77, -0.59)  -0.6132
C (-4.34, 1.93, 0.64)  -0.1433
Cl (-6.32, 1.61, -1.35)  0.5077
C (-1.76, 4.24, -0.19)  0.0315
C (-0.17, 4.03, 0.14)  0.0470
C (0.85, 2.96, -0.58)  0.0355
C (2.43, 2.89, -0.14)  -0.1252
O (2.93, 4.29, 0.07)  -0.1238
C (4.21, 4.51, -0.62)  -0.2863
C (5.60, 4.51, 0.24)  -0.0047
O (4.17, 4.74, -1.94)  -0.0132
C (0.06, 5.15, 1.32)  -0.1424
O (1.04, 5.26, 2.25)  -0.0005
N (-1.15, 6.11, 1.26)  -0.0395
F (-0.88, 7.35, 0.73)  0.0117
C (-2.42, 5.45, 0.70)  -0.1579
O (-3.71, 5.78, 0.85)  0.0047
H (-0.38, 1.15, 1.82)  0.0655
H (0.19, -0.35, 2.81)  0.0789
H (1.48, 0.58, 1.67)  0.0527
H (-0.45, -1.76, 0.94)  0.1105
H (-0.99, -0.27, -0.07)  0.0879
H (1.46, -2.15, -0.42)  0.1042
H (2.18, -0.41, -0.21)  0.1111
H (1.41, -1.49, -2.74)  0.0934
H (-0.34, -1.07, -2.19)  0.0787
H (0.86, 0.93, -3.71)  0.1119
H (2.25, 0.99, -2.41)  0.1221
H (-4.26, 2.75, -2.73)  0.0773
H (-4.26, 4.46, -1.94)  0.1344
H (-5.64, 3.66, -0.08)  0.1189
H (-4.11, 2.64, 1.56)  0.0978
H (-5.18, 1.18, 1.04)  0.0529
H (-3.44, 1.25, 0.33)  0.0849
H (2.53, 2.33, 0.91)  0.1135
H (3.10, 2.39, -0.96)  0.1345
H (5.51, 5.31, 1.11)  0.1094
H (5.77, 3.47, 0.77)  0.0714
H (6.50, 4.85, -0.45)  0.1027
O (4.54, 1.67, 1.66)  0.0164
N (5.58, 1.04, 1.90)  -0.3109
O (6.22, 0.39, 1.06)  0.0733
C (6.09, 1.06, 3.28)  -0.1355
C (5.38, 1.75, 4.27)  0.0023
C (5.85, 1.74, 5.59)  -0.0665
C (7.03, 1.05, 5.90)  -0.0695
C (7.74, 0.37, 4.91)  -0.0551
C (7.27, 0.37, 3.59)  0.0056
H (4.47, 2.29, 4.04)  0.1203
H (5.31, 2.27, 6.36)  0.1093
H (7.39, 1.04, 6.93)  0.1083
H (8.65, -0.16, 5.16)  0.1124
H (7.83, -0.17, 2.83)  0.0915
O (-5.19, -6.33, -1.13)  0.0557
N (-5.01, -5.12, -1.28)  -0.3285
O (-3.94, -4.61, -1.63)  0.0496
C (-6.14, -4.22, -1.03)  -0.1452
C (-7.37, -4.75, -0.60)  -0.0045
C (-8.44, -3.89, -0.33)  -0.0685
C (-8.28, -2.52, -0.51)  -0.0644
C (-7.07, -1.99, -0.95)  -0.0634
C (-5.99, -2.84, -1.21)  0.0073
H (-7.50, -5.82, -0.46)  0.1170
H (-9.39, -4.30, 0.01)  0.1070
H (-9.12, -1.85, -0.30)  0.1098
H (-6.96, -0.92, -1.08)  0.0368
H (-5.05, -2.41, -1.55)  0.1184
O (6.85, -3.64, 2.23)  0.0694
N (7.77, -3.07, 1.62)  -0.3104
O (8.51, -2.21, 2.13)  0.0402
C (7.99, -3.42, 0.22)  -0.1401
C (7.15, -4.35, -0.40)  0.0015
C (7.35, -4.67, -1.75)  -0.0660
C (8.38, -4.06, -2.46)  -0.0712
C (9.23, -3.13, -1.84)  -0.0653
C (9.03, -2.81, -0.50)  0.0018
H (6.34, -4.84, 0.14)  0.1193
H (6.70, -5.38, -2.24)  0.1089
H (8.53, -4.30, -3.52)  0.1087
H (10.03, -2.67, -2.40)  0.1091
H (9.70, -2.09, -0.02)  0.1192
O (-5.87, 0.58, 3.16)  0.0409
N (-7.05, 0.94, 3.02)  -0.3203
O (-7.87, 0.38, 2.27)  0.0552
C (-7.52, 2.10, 3.79)  -0.1406
C (-6.62, 2.78, 4.63)  0.0013
C (-7.06, 3.89, 5.34)  -0.0650
C (-8.38, 4.32, 5.22)  -0.0719
C (-9.28, 3.63, 4.40)  -0.0668
C (-8.85, 2.52, 3.68)  -0.0001
H (-5.58, 2.46, 4.73)  0.1195
H (-6.37, 4.43, 5.98)  0.1098
H (-8.72, 5.19, 5.78)  0.1085
H (-10.31, 3.97, 4.32)  0.1086
H (-9.56, 1.99, 3.04)  0.1186
O (2.40, -2.47, -7.00)  0.0675
N (1.87, -2.74, -5.91)  -0.3167
O (1.98, -2.04, -4.89)  0.0393
C (1.06, -3.96, -5.82)  -0.1404
C (0.94, -4.80, -6.94)  -0.0018
C (0.19, -5.97, -6.84)  -0.0682
C (-0.43, -6.30, -5.64)  -0.0698
C (-0.32, -5.46, -4.53)  -0.0587
C (0.43, -4.29, -4.61)  0.0052
H (1.42, -4.55, -7.88)  0.1185
H (0.10, -6.63, -7.70)  0.1083
H (-1.01, -7.22, -5.56)  0.1093
H (-0.81, -5.73, -3.59)  0.1117
H (0.51, -3.65, -3.74)  0.1089

Calculated values
SMILES: CCCCCc1c(Br)c(C[C@H](C)Cl)c2c(c1COC(C)=O)C(=O)N(F)C2=O.O=[N+]([O-])c1ccccc1.O=[N+]([O-])c1ccccc1.O=[N+]([O-])c1ccccc1.O=[N+]([O-])c1ccccc1.O=[N+]([O-])c1ccccc1
HOMO energy in eV: -8.98
Kohn-Sham gap in eV: 7.38
Spin multiplicity: 1
E in Ha: -6410.23672

---

E of number 2 (C10H16N3)? -554.58002 Ha

---

Look up the E of the second one. -554.58002 Ha